DFT (wB97M-V/def2-TZVPD) results for a molecular structure, C4H9MgO4Pd.

Calculated values
- E: -786.5894 Eh
- HOMO-LUMO gap (alpha / beta): 6.25 / 8.42 eV
- Multiplicity: 4
- Charge: 0

XYZ file:
```
19
Properties=species:S:1:pos:R:3:forces:R:3
O 2.493465 1.687742 -0.599836 1.18 0.44 -0.24
Mg 3.602713 0.476283 0.521858 -0.21 0.17 -0.31
O 2.001625 -0.661458 0.533765 1.11 -0.94 1.01
C 1.545420 -1.922356 0.200390 0.18 -0.98 -0.38
O 0.146678 -1.957284 0.042711 -0.32 0.00 0.02
C -0.369991 -1.024425 -0.942929 -0.79 -0.98 0.83
C -1.567720 -0.326583 -0.370325 -1.51 -0.61 -0.04
O -1.085440 0.881432 0.296732 -3.36 -0.07 0.61
C -2.059467 1.669585 0.940821 -0.38 0.23 0.42
Pd 0.715593 0.611385 -0.310692 3.64 2.61 -2.23
H 1.775610 -2.654347 0.994828 -0.13 0.27 -0.23
H 2.013166 -2.263165 -0.747933 -0.07 0.12 0.25
H -0.652430 -1.580260 -1.849336 0.45 0.43 0.00
H 2.751938 2.343959 -1.267777 -0.33 -0.49 0.48
H -2.122304 -0.907199 0.389282 0.17 0.05 -0.21
H -2.262365 -0.012981 -1.166297 0.15 -0.05 0.18
H -1.553729 2.535819 1.381494 -0.12 -0.24 -0.13
H -2.816862 2.012852 0.218485 0.22 -0.10 0.14
H -2.555900 1.090994 1.734768 0.12 0.14 -0.18
```
Positions in Å, forces in eV/Å.



DFT (wB97M-V/def2-TZVPD) results for a single C5H9NOS molecule.

Calculated values
- E: -723.9616 Eh
- HOMO-LUMO gap: 8.56 eV
- Multiplicity: 1
- ΔE to the lowest compared entry with this formula, charge and spin: 415.5 kJ/mol
- Charge: 0

XYZ file:
```
17
Properties=species:S:1:pos:R:3:forces:R:3
C -0.340651 1.434563 -0.494157 0.46 -0.52 -0.32
C 0.707686 0.430531 -0.128298 0.32 -1.84 1.58
C 0.015341 -0.879287 0.521673 0.72 -0.46 0.37
C -0.972082 1.666658 -2.888196 -0.67 -1.38 1.30
C -0.904632 -0.501808 1.722426 2.90 0.58 -2.67
N -0.669301 1.673828 -1.714040 0.22 -0.21 0.86
O 1.533191 0.027888 -1.189526 0.03 -0.18 0.72
S 1.405797 -1.976956 1.133499 0.07 0.71 0.12
H -0.905531 1.697652 0.387252 -0.48 0.83 -0.49
H 1.353591 0.708523 0.791066 -0.85 0.59 -1.34
H -0.418309 -1.558684 -0.245333 -0.29 1.01 0.42
H -0.604221 2.330361 -3.600748 0.67 1.36 -0.96
H -0.393048 0.226621 2.315598 -0.16 1.31 -0.01
H -1.062764 -1.218992 2.408169 -0.47 -3.21 1.90
H -1.790761 -0.305916 1.245074 -2.44 1.49 -0.41
H 2.027515 -0.698628 -0.742892 0.02 0.33 -0.84
H 1.018180 -3.056353 0.478433 -0.04 -0.40 -0.22
```
Positions in Å, forces in eV/Å.



Copy entry 2 word for word.
DFT (wB97M-V/def2-TZVPD) results for a single C5H9NOS molecule.

Calculated values
- E: -723.9616 Eh
- HOMO-LUMO gap: 8.56 eV
- Multiplicity: 1
- ΔE to the lowest compared entry with this formula, charge and spin: 415.5 kJ/mol
- Charge: 0

XYZ file:
```
17
Properties=species:S:1:pos:R:3:forces:R:3
C -0.340651 1.434563 -0.494157 0.46 -0.52 -0.32
C 0.707686 0.430531 -0.128298 0.32 -1.84 1.58
C 0.015341 -0.879287 0.521673 0.72 -0.46 0.37
C -0.972082 1.666658 -2.888196 -0.67 -1.38 1.30
C -0.904632 -0.501808 1.722426 2.90 0.58 -2.67
N -0.669301 1.673828 -1.714040 0.22 -0.21 0.86
O 1.533191 0.027888 -1.189526 0.03 -0.18 0.72
S 1.405797 -1.976956 1.133499 0.07 0.71 0.12
H -0.905531 1.697652 0.387252 -0.48 0.83 -0.49
H 1.353591 0.708523 0.791066 -0.85 0.59 -1.34
H -0.418309 -1.558684 -0.245333 -0.29 1.01 0.42
H -0.604221 2.330361 -3.600748 0.67 1.36 -0.96
H -0.393048 0.226621 2.315598 -0.16 1.31 -0.01
H -1.062764 -1.218992 2.408169 -0.47 -3.21 1.90
H -1.790761 -0.305916 1.245074 -2.44 1.49 -0.41
H 2.027515 -0.698628 -0.742892 0.02 0.33 -0.84
H 1.018180 -3.056353 0.478433 -0.04 -0.40 -0.22
```
Positions in Å, forces in eV/Å.



Which value of charge does entry 2 give? 0